Molecular formula: C6H13N
Method: DFT, ωB97M-V/def2-TZVPD

Calculated values
F_max in hartree/bohr: 0.025
Relative energy (zero: lowest compared OMol25 entry of this formula, charge and spin) in kJ/mol: 104.7
SMILES: C=CC[C@H](C)NC
HOMO-LUMO gap in Eh: 0.34894

Each line ends with the Mulliken charge.
Geometry (Å):
1 C 1.735347 -0.109314 1.938897  -0.908
2 N 0.790146 0.285507 0.904180  -0.277
3 C 0.160370 -0.732144 0.111555  0.367
4 C 0.015565 -0.303946 -1.411583  -0.916
5 C -0.074261 1.167889 -1.590994  -0.096
6 C -1.207184 1.814128 -1.819342  -0.699
7 C -1.194004 -1.186703 0.659143  -1.462
8 H 2.673395 0.440659 1.867374  0.310
9 H 1.322310 -0.051523 2.957229  0.277
10 H 2.000448 -1.162316 1.820867  0.300
11 H 0.172899 1.023111 1.204279  0.274
12 H 0.803996 -1.597495 0.039331  0.279
13 H 0.883943 -0.746894 -1.894437  0.296
14 H -0.865023 -0.828447 -1.781302  0.374
15 H 0.852536 1.688225 -1.430168  0.283
16 H -1.317997 2.874378 -1.964954  0.286
17 H -2.130141 1.246400 -1.956912  0.225
18 H -1.555824 -2.059243 0.128235  0.407
19 H -1.948634 -0.416494 0.480400  0.314
20 H -1.117884 -1.345785 1.738206  0.367

Cartesian forces, eV/Å:
C -0.3 -0.5 0.1
N 0.9 0.1 0.1
C -0.8 0.1 -1.0
C 0.0 -0.7 1.1
C -0.2 0.0 0.1
C -0.6 -0.5 -0.4
C 0.1 0.5 0.0
H 0.0 0.2 0.2
H 0.2 0.3 -0.1
H 0.0 0.0 -0.2
H -0.1 -0.1 -0.1
H 0.4 -0.2 0.5
H 0.1 0.3 -0.4
H -0.1 0.2 -0.3
H 0.2 0.4 -0.1
H 0.3 0.3 0.2
H 0.2 0.1 0.0
H 0.0 -0.4 0.1
H 0.0 0.2 0.1
H -0.1 -0.3 -0.1